{"formula": "C26H27N8O4OsS", "method": "ωB97M-V/def2-TZVPD", "elements": ["Os", "S", "O", "O", "O", "O", "N", "N", "N", "N", "N", "N", "N", "N", "C", "C", "C", "C", "C", "C", "C", "C", "C", "C", "C", "C", "C", "C", "C", "C", "C", "C", "C", "C", "C", "C", "C", "C", "C", "C", "H", "H", "H", "H", "H", "H", "H", "H", "H", "H", "H", "H", "H", "H", "H", "H", "H", "H", "H", "H", "H", "H", "H", "H", "H", "H", "H"], "xyz": [[-0.37094, 1.07473, -0.03506], [-2.14775, -0.57245, -0.46106], [-2.59112, 2.55574, 1.74893], [0.75567, 1.12354, -1.93529], [-0.90854, 1.06761, 1.94896], [3.16003, 1.34536, 1.83258], [-1.91620, 2.26826, -1.07405], [-2.01141, -2.27812, 1.66011], [-3.67323, 3.99082, -2.41113], [-0.07812, 3.07664, 0.51084], [-2.17381, -3.20540, -0.43365], [1.69593, 1.34340, 0.03441], [-0.77186, 5.18648, 0.67747], [0.28050, 4.94401, 1.48660], [0.55573, -0.83508, 0.25031], [0.88582, -1.23661, 1.54151], [5.28867, 1.07191, -2.87095], [3.89573, 1.13064, -2.89912], [-3.59486, 2.69848, -2.69460], [5.31820, 1.15341, -0.44367], [2.95030, 1.29134, 0.65168], [5.98463, 1.08233, -1.66794], [0.98818, -1.60677, -0.82424], [0.68973, 3.67954, 1.39955], [-2.72259, 1.83618, -2.04541], [-2.82758, -4.42331, 0.04380], [3.24894, 1.20243, -1.68492], [-0.96000, 4.02468, 0.11472], [-2.05704, -2.12064, 0.33811], [1.63464, -2.38857, 1.75255], [-1.38453, -3.44057, 2.28433], [2.05282, -3.16278, 0.67932], [1.72498, -2.76575, -0.60987], [-1.86558, 1.82080, 2.39422], [-1.96163, 3.59001, -0.82841], [3.94503, 1.21235, -0.47816], [-2.55493, -1.31509, 2.60608], [-2.83862, 4.43638, -1.48404], [-1.85135, -3.24662, -1.85702], [1.82825, 1.24812, -1.29867], [-3.05775, -0.51443, 2.07239], [0.65193, 5.68142, 2.06444], [-2.77113, -3.29762, -2.44142], [-1.25667, -4.14076, -2.04728], [0.75769, -1.30746, -1.84018], [-1.28621, -2.37011, -2.14238], [-0.72441, -3.07454, 3.07021], [-4.24561, 2.31517, -3.46964], [-2.12217, -4.10892, 2.73182], [2.64187, -4.05515, 0.84363], [-0.77916, -3.97625, 1.55988], [5.83851, 1.01542, -3.80035], [3.34928, 1.12036, -3.83205], [-1.97500, 1.73210, 3.48928], [5.85449, 1.15551, 0.49534], [1.49030, 3.23485, 1.96926], [2.05377, -3.35274, -1.45901], [0.58556, -0.62697, 2.38482], [-3.27370, -1.83736, 3.24058], [-1.75863, -0.90107, 3.22124], [1.90209, -2.67212, 2.76340], [-3.49041, -4.77285, -0.74669], [-2.84994, 5.49093, -1.24071], [-3.42219, -4.20686, 0.92531], [-2.68960, 0.79319, -2.31572], [7.06493, 1.03157, -1.68271], [-2.10993, -5.21276, 0.26770]], "e_tot_ev": -60808.6954, "de_lowest_ev": 0.6109, "total_charge": 1, "orbital_gap_ev": 7.877, "e_homo_ev": -10.97}



{"formula": "C26H28CoN3O2PS", "method": "ωB97M-V/def2-TZVPD", "elements": ["Co", "S", "P", "O", "O", "N", "N", "N", "C", "C", "C", "C", "C", "C", "C", "C", "C", "C", "C", "C", "C", "C", "C", "C", "C", "C", "C", "C", "C", "C", "C", "C", "C", "C", "H", "H", "H", "H", "H", "H", "H", "H", "H", "H", "H", "H", "H", "H", "H", "H", "H", "H", "H", "H", "H", "H", "H", "H", "H", "H", "H", "H"], "xyz": [[-0.44187, -0.13463, 0.43811], [3.32265, -0.85822, 2.57703], [1.68137, -0.73066, -2.71632], [-1.78834, 1.19787, -2.80867], [-0.43724, 1.18829, -1.03571], [1.61912, 0.26817, 0.69832], [-0.73628, -1.18278, 2.04702], [-2.27747, -0.32423, -0.05744], [-1.74576, -3.08264, 3.10693], [2.36209, -0.22752, 1.52266], [4.09388, -0.17832, -1.61155], [1.35072, -2.78537, -0.81704], [2.76022, 0.10349, -1.50218], [-0.70375, 0.97777, -2.26980], [-1.08338, -3.58302, -1.87236], [-4.34248, -0.88553, -2.73079], [-5.61682, -0.94388, -0.55407], [3.41249, 1.89903, 0.13414], [-4.54215, -0.21330, -1.36717], [-0.27949, -1.70797, 4.34495], [-0.46134, -4.36480, -0.90753], [-1.09506, -2.83398, 4.30556], [-3.27081, -0.28787, -0.62637], [0.73512, -1.98788, -1.78395], [-1.54501, -2.25150, 2.01918], [4.71562, 1.56735, -0.02446], [5.07981, 0.48429, -0.85291], [-0.13831, -0.92348, 3.21962], [0.75791, -3.95977, -0.38110], [2.31472, 1.08231, -0.45097], [0.44997, 0.55124, -3.18599], [-1.25621, -3.72458, 5.50248], [-4.89374, 1.26842, -1.54618], [-0.48488, -2.41389, -2.31639], [6.11902, 0.20673, -0.96066], [-2.03685, -2.44650, 1.07962], [3.12301, 2.74446, 0.74594], [-6.56351, -0.89534, -1.09421], [-0.33720, -4.28452, 5.68566], [-4.07269, 1.78788, -2.03722], [-5.75370, -0.48202, 0.42398], [0.44735, -0.01796, 3.26160], [4.41095, -0.91251, -2.34388], [-5.35732, -1.99384, -0.41088], [-1.46886, -3.14160, 6.39893], [-4.07680, -1.93779, -2.61208], [-0.97710, -1.82606, -3.08383], [0.04013, 0.26092, -4.15380], [1.25153, -4.55878, 0.37466], [1.04069, 1.45268, -3.38594], [-5.79360, 1.34204, -2.16002], [-2.06412, -4.44038, 5.35925], [1.48740, 1.70137, -0.79041], [-2.41152, -3.93008, 3.00258], [-5.28060, -0.82917, -3.28588], [5.48736, 2.14988, 0.46287], [-0.92034, -5.28681, -0.57247], [-3.55913, -0.37737, -3.29111], [2.32037, -2.50324, -0.42183], [-2.03080, -3.89303, -2.29708], [-5.09146, 1.73995, -0.58282], [0.24227, -1.42691, 5.25098]], "e_tot_ev": -93730.8923, "multiplicity": 2, "orbital_gap_ev": [6.209, 4.923], "e_homo_ev": [-6.16, -6.15]}



{"formula": "C26H28F6FeN3S", "method": "ωB97M-V/def2-TZVPD", "elements": ["Fe", "S", "F", "F", "F", "F", "F", "F", "N", "N", "N", "C", "C", "C", "C", "C", "C", "C", "C", "C", "C", "C", "C", "C", "C", "C", "C", "C", "C", "C", "C", "C", "C", "C", "C", "C", "C", "H", "H", "H", "H", "H", "H", "H", "H", "H", "H", "H", "H", "H", "H", "H", "H", "H", "H", "H", "H", "H", "H", "H", "H", "H", "H", "H", "H"], "xyz": [[-3.06039, -3.42922, -1.58793], [0.74479, 0.71622, 0.64871], [-2.97997, 3.01893, 4.90551], [0.73537, 6.09050, 6.31952], [-2.62110, 1.88527, 3.04582], [-2.14105, 0.98248, 5.00333], [2.80210, 5.40300, 5.98215], [1.51739, 4.35857, 7.43787], [3.24695, 1.48809, 0.24195], [2.24339, -0.02995, -3.04085], [2.31431, 2.46660, 2.07863], [1.02336, 4.05131, 5.13633], [3.36011, 0.52335, -0.87725], [2.86763, 2.23157, -2.73451], [-0.28226, 3.56664, 5.21894], [-0.72171, 2.71557, 4.21228], [-3.24543, -2.82326, 0.28892], [-0.00924, -3.51574, -1.11241], [2.13264, 1.58396, 1.01724], [-3.07191, -1.70372, -0.62599], [-1.12405, -3.97054, -1.83229], [0.09899, 2.33968, 3.14600], [-2.85308, -4.07088, -3.45591], [-2.04534, -5.08621, -1.49292], [1.10263, -2.72472, -1.65139], [-4.41214, -3.57631, -0.14012], [1.52586, 4.97492, 6.21202], [2.03300, 0.56408, -4.34009], [-1.71008, -3.32019, -3.02611], [1.86399, 3.69164, 4.09069], [-2.11534, 2.15656, 4.28894], [2.55028, 2.00861, -4.22477], [-4.13624, -1.76991, -1.61569], [-3.06037, -5.17271, -2.51392], [-4.96083, -2.92539, -1.31392], [2.41325, 0.93771, -2.01625], [1.40400, 2.81501, 3.08782], [1.78903, 2.71676, -4.56477], [1.24879, -1.82710, -1.03415], [-4.32838, -1.03716, -2.39506], [1.69688, -0.85191, -2.83757], [-3.81437, -5.95292, -2.61207], [3.44000, 2.14271, -4.84508], [0.91607, -2.44383, -2.69134], [4.40343, 0.56359, -1.22031], [3.93883, 2.39569, -2.57457], [3.23931, 2.89275, 2.16852], [-0.94157, 3.84912, 6.03404], [-1.87926, -5.77810, -0.67338], [2.32056, 3.08568, -2.32510], [-4.85734, -4.41236, 0.39384], [-0.29159, 1.67164, 2.37001], [3.12527, -0.48807, -0.51179], [1.42326, 1.11633, -1.53584], [2.03863, -3.30382, -1.60512], [-2.34003, -0.90793, -0.51594], [2.87998, 4.07954, 4.05153], [4.10570, 1.94693, 0.54490], [-2.68405, -2.99293, 1.20225], [-3.41750, -3.88927, -4.36836], [2.57800, -0.00387, -5.10336], [-5.88398, -3.20449, -1.81708], [0.12925, -3.91283, -0.10537], [0.97748, 0.57331, -4.66311], [-1.24191, -2.47897, -3.52605]], "e_tot_ev": -93406.3597, "multiplicity": 5, "total_charge": -1, "orbital_gap_ev": [1.703, 2.804], "e_homo_ev": [-0.02, -1.93]}